# 1
Formula: C24H13BrF4N5O4Sn
Source: the Open Molecules 2025 dataset
Level of theory: ωB97M-V/def2-TZVPD

Cartesian coordinates (Å):
Sn  1.131  1.505  -2.862
O  3.492  0.088  -0.536
C  3.248  1.263  -0.642
O  2.855  1.896  -1.726
C  3.409  2.149  0.592
N  2.656  3.449  0.393
C  3.665  4.561  0.207
C  4.967  3.830  -0.095
C  4.861  2.584  0.792
H  2.993  1.610  1.437
H  2.014  3.630  1.163
H  2.068  3.326  -0.446
H  3.731  5.110  1.143
H  3.323  5.232  -0.576
H  5.833  4.445  0.137
H  5.010  3.546  -1.147
H  5.029  2.850  1.837
H  5.549  1.785  0.525
F  -3.363  -4.669  -3.802
C  -3.091  -4.550  -2.514
C  -3.484  -5.509  -1.668
F  -4.130  -6.552  -2.144
C  -3.222  -5.448  -0.233
C  -2.573  -4.220  0.217
C  -2.172  -3.276  -0.636
F  -1.586  -2.180  -0.163
C  -2.355  -3.382  -2.071
C  -1.872  -2.449  -2.933
C  -1.081  -1.319  -2.517
N  -0.410  -0.424  -2.270
C  -2.042  -2.482  -4.363
N  -2.100  -2.428  -5.510
F  -2.377  -4.041  1.508
C  -3.532  -6.458  0.610
C  -4.145  -7.692  0.188
N  -4.604  -8.711  -0.078
C  -3.267  -6.423  2.027
N  -3.068  -6.471  3.157
Br  -2.414  4.841  3.762
C  -1.479  3.499  2.827
C  -0.738  2.566  3.534
C  -0.047  1.580  2.837
C  -0.077  1.553  1.451
C  -0.831  2.499  0.755
C  -1.549  3.467  1.442
C  -0.855  2.479  -0.747
O  -1.859  2.406  -1.400
O  0.381  2.531  -1.273
H  -0.713  2.602  4.614
H  0.511  0.830  3.385
H  0.465  0.789  0.905
H  -2.154  4.185  0.904

LUMO level = -5.71 eV
charge = +1
relative energy (zero: lowest compared OMol25 entry of this formula, charge and spin) = 1.342 eV
spin multiplicity = 1

These are the Mulliken partial charges, in e, on atoms 1 to 8: Sn 1.09; O -0.62; C 0.37; O -0.77; C 0.35; N 0.11; C -0.61; C -0.56

---

# 2
Formula: C24H14Br2Cl3F5N4ORh
Source: the Open Molecules 2025 dataset
Level of theory: ωB97M-V/def2-TZVPD

Cartesian coordinates (Å):
Rh  -0.752  -0.324  -0.003
C  2.390  -0.226  -1.812
C  2.683  -0.220  -0.346
C  3.963  -0.178  0.145
C  4.204  -0.171  1.532
C  3.118  -0.218  2.415
C  3.203  -0.217  3.838
Br  4.883  -0.156  4.666
C  2.067  -0.258  4.669
C  0.829  -0.316  4.113
Br  -0.728  -0.358  5.159
C  0.654  -0.337  2.668
O  -0.501  -0.400  2.141
C  1.823  -0.267  1.843
N  1.619  -0.257  0.512
H  3.307  -0.245  -2.396
H  1.820  0.666  -2.088
H  1.789  -1.103  -2.069
H  4.795  -0.149  -0.546
H  5.213  -0.133  1.914
H  2.176  -0.239  5.743
C  -1.180  -0.767  -4.240
C  -1.239  0.560  -4.651
C  -1.097  1.561  -3.713
C  -0.907  1.235  -2.376
N  -0.818  -0.064  -1.996
C  -0.959  -1.033  -2.908
C  -0.835  2.202  -1.286
C  -0.858  3.581  -1.447
C  -0.847  4.402  -0.337
C  -0.812  3.827  0.926
C  -0.784  2.451  1.023
N  -0.790  1.657  -0.046
H  -1.301  -1.574  -4.947
H  -1.395  0.803  -5.693
H  -1.143  2.600  -4.006
H  -0.882  -2.049  -2.550
H  -0.885  4.002  -2.442
H  -0.873  5.477  -0.450
H  -0.811  4.435  1.818
H  -0.767  1.959  1.987
F  -3.268  0.828  1.482
C  -2.929  -0.363  0.976
F  -3.094  -1.283  1.917
C  -3.838  -0.674  -0.216
F  -3.746  0.328  -1.112
F  -5.112  -0.828  0.110
F  -3.426  -1.809  -0.820
Cl  -0.725  -4.967  2.327
C  -0.659  -4.779  0.571
Cl  0.827  -5.498  -0.086
Cl  -2.084  -5.503  -0.204
C  -0.657  -3.361  0.269
N  -0.660  -2.248  0.025

LUMO level (alpha / beta) = -3.95 / -5.25 eV
charge = +1
expectation value of S² = 6.05
relative energy (zero: lowest compared OMol25 entry of this formula, charge and spin) = 1.268 eV
spin multiplicity = 5

These are the Mulliken partial charges, in e, on atoms 1 to 8: Rh 0.60; C -1.00; C 0.39; C -0.86; C -1.18; C 0.43; C 0.28; Br -0.16

---

# 3
Formula: C24H14Cl3N6OPt
Source: the Open Molecules 2025 dataset
Level of theory: ωB97M-V/def2-TZVPD

Cartesian coordinates (Å):
Pt  -0.374  -0.353  -1.459
C  -3.017  2.968  -2.241
C  -2.455  1.713  -2.309
N  -1.477  1.346  -1.469
C  -1.060  2.260  -0.536
C  -1.657  3.523  -0.512
N  -2.614  3.875  -1.343
C  0.038  1.829  0.304
C  0.572  2.453  1.408
C  1.628  1.859  2.125
C  2.107  0.617  1.680
C  1.558  0.009  0.569
N  0.546  0.633  -0.099
C  1.896  -1.267  -0.011
C  2.975  -2.078  0.361
N  3.262  -3.207  -0.245
C  2.479  -3.575  -1.272
C  1.405  -2.819  -1.677
N  1.090  -1.675  -1.049
C  2.203  2.510  3.320
C  1.511  3.501  4.016
C  2.089  4.085  5.133
N  3.284  3.742  5.591
C  3.955  2.803  4.939
C  3.464  2.166  3.809
H  -3.804  3.269  -2.920
H  -2.780  0.984  -3.038
H  -1.329  4.270  0.202
H  0.174  3.412  1.705
H  2.887  0.103  2.220
H  3.625  -1.781  1.175
H  2.737  -4.497  -1.775
H  0.783  -3.117  -2.509
H  0.518  3.811  3.722
H  1.567  4.858  5.685
H  4.932  2.551  5.335
H  4.086  1.434  3.314
Cl  -5.095  -5.853  -2.526
C  -3.978  -4.572  -2.603
C  -3.735  -3.797  -1.461
C  -2.844  -2.763  -1.529
Cl  -2.577  -1.814  -0.122
C  -2.138  -2.439  -2.749
O  -1.309  -1.496  -2.896
C  -2.432  -3.277  -3.888
Cl  -1.617  -2.949  -5.352
C  -3.321  -4.312  -3.811
H  -4.245  -4.012  -0.533
H  -3.514  -4.930  -4.677

LUMO level (alpha / beta) = -3.90 / -6.29 eV
charge = +1
expectation value of S² = 2.06
spin multiplicity = 3

These are the Mulliken partial charges, in e, on atoms 1 to 8: Pt 0.45; C -0.42; C -0.02; N -0.16; C 0.42; C -0.27; N -0.58; C -0.27

---

# 4
Formula: C24H15BrF9N4O4SSeW
Source: the Open Molecules 2025 dataset
Level of theory: ωB97M-V/def2-TZVPD

Cartesian coordinates (Å):
W  0.257  0.171  0.118
C  2.953  1.360  1.671
N  1.512  1.048  1.753
C  0.863  2.300  2.301
C  1.481  -0.059  2.791
C  0.166  -0.779  2.832
N  -0.701  -0.495  1.732
C  -2.106  -0.622  1.888
C  -2.880  -1.793  1.695
F  -2.231  -2.895  1.225
C  -4.282  -1.759  1.669
F  -4.982  -2.867  1.325
C  -4.974  -0.552  1.797
C  -4.278  0.593  2.058
F  -4.940  1.765  2.126
C  -2.888  0.524  2.201
F  -2.306  1.689  2.623
H  3.520  1.317  2.602
H  3.090  2.308  1.177
H  3.439  0.583  1.020
H  1.169  3.124  1.697
H  1.276  2.485  3.355
H  -0.214  2.161  2.287
H  1.751  0.442  3.787
H  2.316  -0.758  2.557
H  -0.331  -0.439  3.779
H  0.446  -1.867  2.881
H  -6.022  -0.474  1.478
O  2.494  -4.253  1.148
C  1.755  -3.303  0.941
O  0.569  -3.045  1.189
C  2.511  -2.153  0.153
O  3.504  -2.460  -0.509
O  2.070  -0.878  0.178
Se  0.249  -3.237  -3.738
C  0.260  -2.066  -2.333
N  0.204  -1.342  -1.363
F  4.806  -1.356  -5.501
C  3.945  -0.886  -4.576
C  4.473  -0.587  -3.280
F  5.721  -0.937  -2.895
C  3.675  0.183  -2.391
F  4.224  0.673  -1.288
C  2.335  0.544  -2.690
S  1.402  1.516  -1.548
C  1.808  0.160  -3.917
F  0.667  0.740  -4.330
C  2.595  -0.533  -4.862
F  2.050  -0.794  -6.045
Br  -0.427  3.573  -0.435
C  -1.821  2.311  -0.503
C  -3.113  2.795  -0.781
C  -4.090  1.961  -1.205
C  -3.752  0.595  -1.471
C  -2.536  0.127  -0.994
N  -1.547  1.001  -0.556
H  -3.332  3.824  -0.548
H  -5.130  2.265  -1.339
H  -4.418  -0.040  -2.028
H  -2.255  -0.908  -0.911

LUMO level (alpha / beta) = -6.86 / -6.83 eV
charge = +1
relative energy (zero: lowest compared OMol25 entry of this formula, charge and spin) = 1.392 eV
spin multiplicity = 1

These are the Mulliken partial charges, in e, on atoms 1 to 8: W 0.78; C -0.85; N -0.08; C -0.81; C -0.66; C -1.08; N 1.64; C -1.54

---

no.,electronic energy (hartree)
1,-4684.6162
2,-8355.4182
3,-2826.4207
4,-7782.6035